Entry 1:
{"formula": "CH2F3P", "method": "ωB97M-V/def2-TZVPD", "species": ["F", "C", "F", "F", "P", "H", "H"], "coordinates": [[1.3834, -0.3848, -1.1277], [0.6213, -0.0277, -0.0816], [0.4959, 1.3179, -0.0299], [1.3842, -0.3902, 0.9677], [-1.0397, -0.7683, -0.1037], [-1.3009, 0.0364, 1.1921], [-1.5443, 0.2167, -0.8170]], "atomic_forces_ev_per_a": [[-0.29, 0.43, -0.76], [1.32, 0.42, 0.22], [0.64, 0.06, -0.32], [-0.49, -0.01, 0.56], [-0.39, -1.43, 3.52], [0.10, -1.32, -1.66], [-0.90, 1.85, -1.57]], "total_energy_ev": -18509.872, "gap_ev": 11.66, "smiles": "FC(F)(F)P", "homo_ev": -10.9}



Entry 2:
{"formula": "CH2FMgORb", "method": "ωB97M-V/def2-TZVPD", "species": ["C", "O", "Mg", "Rb", "F", "H", "H"], "coordinates": [[0.4864, 0.5064, -0.5439], [-1.1170, -0.7804, -0.0805], [0.2536, -1.8890, -0.7800], [-1.6041, -0.7185, 2.4035], [0.4061, 0.8726, 0.8976], [0.0251, 1.2555, -1.2038], [1.5499, 0.7535, -0.6928]], "atomic_forces_ev_per_a": [[0.97, 0.61, 0.99], [0.31, -1.16, -0.72], [-0.66, 1.04, 0.17], [0.13, 0.28, -0.07], [-0.18, 0.27, -0.99], [-0.75, -0.36, 0.73], [0.18, -0.69, -0.11]], "total_energy_ev": -11930.406, "gap_ev": [5.65, 4.82], "homo_ev": [-6.3, -5.4]}



Entry 3:
{"formula": "CH2FNO", "method": "ωB97M-V/def2-TZVPD", "species": ["C", "N", "O", "F", "H", "H"], "coordinates": [[-0.0682, 0.2453, 0.5122], [0.1714, 0.3786, -0.8866], [-0.4094, 1.4283, -0.0247], [0.8202, 0.2519, 1.5989], [-1.2212, -0.5762, 0.6921], [1.1251, 0.8052, -1.1956]], "atomic_forces_ev_per_a": [[-3.33, -2.29, 1.34], [2.37, 0.38, -0.87], [-0.33, 0.76, 0.58], [-1.22, -0.13, -2.32], [4.19, 2.43, -0.04], [-1.68, -1.15, 1.31]], "total_energy_ev": -7320.338, "gap_ev": 11.78, "homo_ev": -10.6}



Entry 4:
{"formula": "CH2FNO2", "method": "ωB97M-V/def2-TZVPD", "species": ["C", "N", "O", "O", "F", "H", "H"], "coordinates": [[1.3212, 0.0926, 0.0644], [0.5280, 0.9516, 0.3984], [-1.3816, 0.8183, -0.4890], [-2.1082, 0.1118, 0.1917], [-1.8785, -1.4244, -0.0875], [2.3187, 0.2354, 0.4867], [1.2003, -0.7853, -0.5647]], "atomic_forces_ev_per_a": [[0.76, -1.30, -0.61], [-2.73, 1.63, -0.05], [2.45, -0.66, 0.26], [-0.39, -0.25, 0.72], [0.14, 0.56, -0.27], [0.15, 0.02, 0.19], [-0.38, 0.00, -0.24]], "total_energy_ev": -9362.501, "gap_ev": [7.50, 7.50], "homo_ev": [-9.6, -9.6]}



Entry 5:
{"formula": "CH2FNO2", "method": "ωB97M-V/def2-TZVPD", "species": ["O", "N", "O", "C", "F", "H", "H"], "coordinates": [[-2.1498, -0.6593, 0.8104], [-1.3969, -1.0401, -0.0468], [-1.2361, -2.1326, -0.4980], [-0.4878, 0.0373, -0.6330], [-0.9968, 1.1777, -0.1788], [0.5403, 0.1646, -0.2699], [-0.4309, 0.0053, -1.7964]], "atomic_forces_ev_per_a": [[-0.25, -0.66, -0.01], [1.21, 1.40, 0.01], [-0.17, -1.34, -0.24], [0.95, 1.03, -1.72], [-1.03, 1.69, -0.28], [-0.02, -1.81, 0.18], [-0.68, -0.31, 2.06]], "total_energy_ev": -9368.297, "gap_ev": 11.82, "smiles": "O=[N+]([O-])CF", "homo_ev": -11.8}



Entry 6:
{"formula": "CH2FNO3S", "method": "ωB97M-V/def2-TZVPD", "species": ["C", "N", "O", "O", "O", "F", "S", "H", "H"], "coordinates": [[1.8921, 0.3292, -0.1739], [2.6888, -0.4623, -0.6181], [1.1004, 1.1439, 0.0499], [-1.6310, -0.0798, -0.9432], [-3.0347, 0.6296, 0.8992], [-0.8143, -0.5836, 1.3148], [-1.7152, 0.6995, 0.4755], [3.5088, -0.7168, -0.1527], [-1.9950, -0.9599, -0.8516]], "atomic_forces_ev_per_a": [[0.37, 0.23, -0.68], [-1.13, 0.11, -0.42], [-0.49, 0.29, 0.35], [0.62, 0.86, -0.15], [-6.61, -0.02, 2.54], [0.99, -1.92, 0.89], [5.06, 1.85, -3.49], [1.25, -0.54, 0.69], [-0.06, -0.87, 0.28]], "total_energy_ev": -22249.023, "gap_ev": [7.13, 7.11], "multiplicity": 3, "homo_ev": [-6.5, -11.3]}



Entry 7:
{"formula": "CH2FNOS", "method": "ωB97M-V/def2-TZVPD", "species": ["O", "C", "F", "N", "S", "H", "H"], "coordinates": [[-1.2861, 0.5165, -1.1579], [-0.9347, 0.4644, -0.0468], [-1.5662, 1.1598, 0.9795], [-0.0160, -0.3332, 0.5429], [1.3219, -1.3387, -0.8692], [0.5829, -0.2794, 1.3893], [1.8982, -0.1893, -0.8378]], "atomic_forces_ev_per_a": [[-0.41, 0.36, -1.20], [0.17, -0.09, 2.42], [0.36, -0.14, -0.71], [3.44, -2.86, -1.97], [-3.33, 0.77, 2.71], [-1.32, 0.65, -0.90], [1.10, 1.31, -0.35]], "total_energy_ev": -18158.013, "gap_ev": 8.95, "smiles": "O=C(F)NS", "homo_ev": -10.6}



Entry 8:
{"formula": "CH2FO2S", "method": "ωB97M-V/def2-TZVPD", "species": ["C", "O", "O", "F", "S", "H", "H"], "coordinates": [[-0.4072, 0.6380, 1.1302], [1.4880, -2.6821, 2.0493], [0.9438, -1.1801, 3.8689], [0.0136, 1.4332, -0.0651], [1.4677, -1.3294, 2.5576], [-0.8837, 1.4408, 1.8548], [-1.2621, 0.0110, 0.8101]], "atomic_forces_ev_per_a": [[-0.37, 1.00, 0.91], [-0.36, -0.47, -0.32], [-0.95, 0.14, 1.91], [-0.42, -0.71, 0.88], [0.93, 1.07, -1.94], [0.95, -1.25, -1.16], [0.22, 0.23, -0.28]], "total_energy_ev": -18715.634, "gap_ev": [6.35, 6.19], "homo_ev": [-2.5, -2.3], "total_charge": -1}



Entry 9:
{"formula": "CH2FOPS", "method": "ωB97M-V/def2-TZVPD", "species": ["C", "O", "F", "P", "S", "H", "H"], "coordinates": [[0.0246, 0.0637, -0.0008], [-2.3814, -0.1516, 1.3790], [2.1621, 0.0590, -1.8883], [1.7258, -0.5764, -0.4220], [-0.9855, -0.6630, 1.4687], [-0.5905, 0.0747, -0.9178], [0.0449, 1.1937, 0.3812]], "atomic_forces_ev_per_a": [[-0.73, 2.70, 0.59], [0.56, 0.07, -0.31], [-1.13, -0.16, 1.24], [0.50, -0.20, -0.10], [0.64, -0.15, -0.86], [-0.07, -0.17, 0.44], [0.23, -2.10, -1.01]], "total_energy_ev": -25956.048, "gap_ev": [8.16, 7.32], "homo_ev": [-9.4, -8.7]}



Entry 10:
{"formula": "CH2HgMgO", "method": "ωB97M-V/def2-TZVPD", "species": ["C", "O", "H", "Mg", "Hg", "H"], "coordinates": [[-0.0542, -0.6303, -0.2430], [0.7586, 0.2692, 0.2117], [-0.6919, -1.0983, 0.5451], [1.3809, -1.8123, -1.4470], [0.0465, 2.4081, 0.7739], [-1.4397, 0.8636, 0.1593]], "atomic_forces_ev_per_a": [[3.07, 2.64, 3.09], [-1.06, -4.54, -2.38], [-0.26, -0.04, -0.87], [-0.56, 0.36, 0.03], [-1.40, 0.83, 0.11], [0.21, 0.76, 0.02]], "total_energy_ev": -12723.085, "gap_ev": [4.49, 5.47], "multiplicity": 2, "homo_ev": [-11.8, -12.2], "total_charge": 1}



Entry 11:
{"formula": "CH2I2O2", "method": "ωB97M-V/def2-TZVPD", "species": ["C", "O", "O", "I", "I", "H", "H"], "coordinates": [[-0.0536, 0.0147, -0.2192], [-1.0418, 0.5174, 0.7401], [1.0677, -0.5226, 0.4254], [-0.9634, -1.6048, -1.3506], [0.5094, 1.6771, -1.4914], [-1.3766, -0.0904, 1.4489], [1.8583, 0.0086, 0.4467]], "atomic_forces_ev_per_a": [[-0.54, 0.00, 2.35], [1.07, -0.13, -1.02], [-1.52, -0.61, -0.27], [0.16, 0.24, 0.11], [-0.30, -0.33, 0.39], [1.02, 0.05, -1.29], [0.12, 0.79, -0.26]], "total_energy_ev": -21364.724, "gap_ev": 9.09, "homo_ev": -9.5}



Entry 12:
{"formula": "CH2IN2PS", "method": "ωB97M-V/def2-TZVPD", "species": ["N", "P", "I", "N", "C", "S", "H", "H"], "coordinates": [[0.2845, -0.9555, -1.6870], [0.6917, -0.0506, -0.4128], [2.5532, -1.0533, 0.8118], [-0.1979, 0.3666, 1.0655], [-1.3583, 0.4824, 1.3753], [-2.7701, 0.3492, 1.9873], [-0.4293, -0.4264, -2.2430], [1.2264, 1.2877, -0.8971]], "atomic_forces_ev_per_a": [[-0.54, 1.75, 2.16], [0.70, 0.31, -1.39], [-0.52, 0.22, -0.65], [0.57, 0.42, -2.01], [0.72, -1.13, 0.17], [-0.87, 0.45, 0.12], [0.74, -0.55, 0.41], [-0.81, -1.48, 1.19]], "total_energy_ev": -32273.500, "gap_ev": 9.05, "smiles": "N=[P@H](I)N=C=S", "homo_ev": -9.6}



Entry 13:
{"formula": "CH2INO", "method": "ωB97M-V/def2-TZVPD", "species": ["C", "N", "O", "I", "H", "H"], "coordinates": [[-0.3730, 0.2185, -0.2903], [0.0627, -1.1450, 0.5536], [0.4118, -0.8394, 1.6491], [1.6177, 0.6123, -1.0058], [-0.6967, 1.2160, 0.1700], [-1.0225, -0.0623, -1.0765]], "atomic_forces_ev_per_a": [[1.38, 0.22, 1.11], [-0.71, 2.90, 0.74], [-0.35, -0.92, -0.70], [-0.28, 0.15, -0.44], [0.38, -1.95, 0.17], [-0.41, -0.40, -0.88]], "total_energy_ev": -12704.376, "gap_ev": 8.89, "homo_ev": -9.5}



Entry 14:
{"formula": "CH2INO3", "method": "ωB97M-V/def2-TZVPD", "species": ["C", "N", "O", "O", "O", "I", "H", "H"], "coordinates": [[0.7869, -0.9283, -0.0824], [-1.1464, 0.9519, -0.0495], [-0.5660, 1.2444, -1.0654], [-2.0975, 1.4290, 0.4526], [-0.5588, 0.0285, 0.7119], [2.3407, -0.8826, 1.2743], [0.1622, -1.7650, -0.3559], [1.0790, -0.0779, -0.8857]], "atomic_forces_ev_per_a": [[-1.39, 5.30, -0.81], [2.11, -0.33, 0.02], [-0.46, 0.57, -1.11], [-1.70, 0.85, 0.13], [2.26, -2.81, -0.01], [-0.27, -0.52, 0.16], [0.50, -0.35, 0.06], [-1.07, -2.71, 1.55]], "total_energy_ev": -16796.695, "gap_ev": 10.24, "homo_ev": -10.5}



Entry 15:
{"formula": "CH2INS", "method": "ωB97M-V/def2-TZVPD", "species": ["C", "N", "S", "H", "I", "H"], "coordinates": [[1.1963, 1.3528, 0.0212], [1.6573, 0.2766, -0.1224], [2.3015, -1.1327, -0.3165], [1.0491, 2.4055, 0.0722], [-2.3451, -1.3201, -0.0733], [-3.8591, -1.5821, 0.4189]], "atomic_forces_ev_per_a": [[1.14, -2.46, -0.36], [-1.40, 3.77, 0.45], [0.38, -1.31, -0.14], [-0.17, 0.01, 0.05], [-0.11, -0.05, 0.05], [0.16, 0.05, -0.06]], "total_energy_ev": -21493.137, "gap_ev": 9.21, "smiles": "C#[N+][S-].I", "homo_ev": -8.8}



Entry 16:
{"formula": "CH2IO2S", "method": "ωB97M-V/def2-TZVPD", "species": ["C", "O", "O", "S", "I", "H", "H"], "coordinates": [[-0.1620, 0.4665, -0.2031], [-0.1805, -1.0514, 1.9332], [0.4033, -2.0056, -0.2084], [-0.4464, -1.0982, 0.5080], [-1.6576, 1.8838, 0.3438], [2.1282, 1.2292, -1.0731], [-0.0850, 0.5756, -1.3005]], "atomic_forces_ev_per_a": [[0.15, 1.18, -0.88], [-0.21, 0.23, 1.17], [1.23, -1.54, -1.44], [-0.83, 0.88, 0.13], [0.14, 0.06, 0.14], [-0.32, -0.09, 0.24], [-0.17, -0.72, 0.65]], "total_energy_ev": -24096.914, "gap_ev": [6.32, 6.93], "homo_ev": [-3.5, -3.9], "total_charge": -1}



Entry 17:
{"formula": "CH2N2", "method": "ωB97M-V/def2-TZVPD", "species": ["N", "C", "N", "H", "H"], "coordinates": [[1.4960, -0.1946, 0.3036], [-0.0579, -0.0914, 0.2117], [-1.4086, -0.0336, 0.2350], [1.8705, 0.6582, -0.0069], [-1.9001, -0.3386, -0.7434]], "atomic_forces_ev_per_a": [[-9.82, -1.99, 0.48], [1.06, 0.38, -0.18], [6.85, -1.21, -2.45], [0.07, 2.03, -0.69], [1.85, 0.79, 2.85]], "total_energy_ev": -4045.592, "gap_ev": 10.38, "smiles": "N=C=N", "homo_ev": -10.2}



Entry 18:
{"formula": "CH2N2", "method": "ωB97M-V/def2-TZVPD", "species": ["N", "C", "N", "H", "H"], "coordinates": [[-0.2512, -0.9044, -0.9553], [0.1422, 0.0184, -0.0926], [0.3964, 0.8790, 0.6654], [-0.4912, -1.8114, -0.2068], [0.2038, 1.8184, 0.5894]], "atomic_forces_ev_per_a": [[1.24, -0.21, 5.89], [-2.90, -4.90, -4.43], [1.78, -0.28, 1.08], [0.56, 3.17, -2.81], [-0.68, 2.23, 0.27]], "total_energy_ev": -4047.754, "gap_ev": 10.46, "smiles": "N=C=N", "homo_ev": -9.7}



Entry 19:
{"formula": "CH2N2O", "method": "ωB97M-V/def2-TZVPD", "species": ["C", "N", "N", "O", "H", "H"], "coordinates": [[0.4488, -0.2110, -0.3460], [-0.0510, 0.9672, -0.2182], [-1.2465, 0.3051, 0.1763], [-0.5990, -0.9633, 0.0452], [2.9408, -0.5837, -0.8111], [-1.4930, 0.4857, 1.1538]], "atomic_forces_ev_per_a": [[0.03, 0.81, 0.45], [0.87, 0.50, -0.33], [-0.74, 0.38, -0.50], [-0.06, -1.48, 0.19], [-0.62, 0.05, 0.07], [0.51, -0.26, 0.12]], "total_energy_ev": -6088.182, "gap_ev": [8.35, 10.34], "homo_ev": [-10.4, -10.6]}



Entry 20:
{"formula": "CH2N2O2S", "method": "ωB97M-V/def2-TZVPD", "species": ["C", "N", "N", "O", "O", "S", "H", "H"], "coordinates": [[0.5714, -0.1879, 0.1998], [1.4394, 0.3971, -0.5713], [2.0388, 0.7339, -1.4666], [-1.3535, 1.3139, -2.7663], [-0.4367, 2.8265, -1.1241], [-1.3348, 1.7415, -1.3908], [0.0328, -1.0520, -0.2737], [0.8230, -0.2895, 1.1987]], "atomic_forces_ev_per_a": [[-1.15, -1.17, -1.36], [0.45, -0.83, -1.80], [-0.21, 0.53, 0.97], [-0.27, -0.33, 0.58], [-0.19, -0.05, 0.45], [0.44, 0.42, -0.92], [0.63, 1.15, 0.30], [0.29, 0.28, 1.79]], "total_energy_ev": -18977.159, "gap_ev": 8.35, "homo_ev": -9.2}